The following is a quantum chemistry calculation of a 2-piece molecular cluster, C9H14O overall at a distorted geometry, from OMol25.

Computed properties:
Molar mass: 138.21 g mol⁻¹
LUMO: 0.775 eV
Max |F|: 4.0 eV/Å
Frontier orbital gap: 9.19 eV
Charge: 0
HOMO energy: -8.4 eV
E: -11605.454 eV

The geometry in XYZ format:
```
24
Properties=species:S:1:pos:R:3:forces:R:3
C 0.105 -0.084 3.006 0.7 -0.3 -2.7
C 0.811 0.247 1.588 0.4 2.3 1.3
C 1.551 1.526 1.395 -1.4 -3.1 -1.6
C 1.916 1.875 0.086 -1.3 0.9 2.3
C 1.402 1.234 -1.041 1.2 -1.5 1.4
O 1.697 1.833 -2.204 -0.9 -0.2 -2.2
C 0.923 -0.058 -0.889 0.7 1.2 3.0
C 0.671 -0.553 0.468 1.4 3.3 -1.7
H 0.178 0.651 3.749 1.2 1.4 0.9
H 0.463 -1.022 3.399 -0.1 -0.4 0.1
H -0.975 -0.059 2.938 -0.4 -0.7 -0.7
H 1.792 2.157 2.222 0.1 0.2 0.4
H 2.378 2.837 0.008 0.4 0.4 -0.5
H 1.193 1.424 -2.956 0.7 0.5 1.1
H 0.794 -0.596 -1.774 -0.5 -1.2 -0.9
H 0.281 -1.485 0.573 -1.1 -2.7 0.2
C -2.056 -0.546 -0.983 1.8 -2.0 1.9
C -1.809 -1.879 -1.761 -0.9 0.7 -1.2
H -1.256 -0.590 -0.189 -1.2 0.7 -1.1
H -2.037 0.449 -1.428 -0.1 -0.5 -0.5
H -2.878 -0.728 -0.364 -2.0 0.4 0.6
H -2.116 -2.854 -1.296 -0.5 1.3 -0.1
H -0.746 -2.007 -1.748 0.7 -0.1 -1.0
H -2.282 -1.773 -2.799 1.0 -0.6 1.3
```
Forces are in eV/Å.

Atomic partial charges in e from the natural (NBO) method, atoms 1 to 8: number 1, C, carries -0.635; number 2, C, carries -0.014; number 3, C, carries -0.185; number 4, C, carries -0.259; number 5, C, carries 0.287; number 6, O, carries -0.664; number 7, C, carries -0.282; number 8, C, carries -0.221

The following is a quantum chemistry calculation of a 2-piece molecular cluster, C15H31FO6P overall at a distorted geometry, from OMol25.

Computed properties:
Molar mass: 357.38 g mol⁻¹
LUMO: 2.515 eV
Max |F|: 3.6 eV/Å
Frontier orbital gap: 6.36 eV
Charge: -1
HOMO energy: -3.8 eV
E: -40341.743 eV

The geometry in XYZ format:
```
54
Properties=species:S:1:pos:R:3:forces:R:3
C 7.329 3.243 0.148 0.4 0.3 -0.1
O 6.282 2.748 1.102 0.4 0.3 -3.1
C 5.058 2.390 0.312 -0.9 -0.2 0.9
C 4.755 0.750 0.343 0.2 1.1 0.3
C 3.197 0.555 0.839 0.2 -0.5 -0.1
C 2.659 -0.996 0.749 -0.7 -0.1 0.3
C 2.114 -1.442 -0.736 -0.4 -0.7 0.0
C 0.607 -2.166 -0.688 0.4 0.4 -1.3
C -0.597 -1.118 -0.311 -0.6 -0.8 -0.5
C -1.120 -1.187 1.241 -0.4 0.5 0.9
C -1.103 0.286 2.020 0.1 -0.7 -1.0
C -1.920 1.463 1.221 -0.4 2.1 0.3
C -3.402 1.127 0.568 -0.7 1.5 1.3
O -3.697 2.114 -0.523 1.6 -1.9 2.2
P -2.122 2.210 -1.334 0.8 0.5 -2.4
O -1.229 2.240 0.162 -1.1 -2.5 2.4
H 7.336 2.586 -0.848 0.0 1.4 2.2
H 7.140 4.388 -0.131 0.2 -2.5 0.5
H 8.412 3.202 0.647 -2.6 -0.1 -0.9
H 5.151 2.816 -0.778 -0.3 -0.9 2.1
H 4.136 2.901 0.871 2.1 -0.9 -1.3
H 4.972 0.361 -0.744 -0.6 0.4 2.2
H 5.509 0.257 1.126 -1.6 1.1 -1.8
H 2.507 1.244 0.184 1.2 -1.4 1.3
H 3.089 0.917 1.963 0.4 -0.7 -2.3
H 3.464 -1.796 1.112 -1.5 1.9 -0.7
H 1.743 -1.089 1.506 1.9 0.2 -1.6
H 2.842 -2.254 -1.199 -1.3 1.8 0.8
H 2.037 -0.518 -1.477 0.2 -1.9 1.6
H 0.614 -3.160 -0.060 0.0 2.0 -0.9
H 0.412 -2.505 -1.816 0.4 0.6 2.4
H -0.269 -0.049 -0.659 -0.7 -1.9 0.9
H -1.527 -1.415 -0.995 2.1 0.8 1.5
H -0.481 -1.961 1.874 -1.2 1.6 -1.3
H -2.253 -1.555 1.325 2.5 0.6 -0.5
H -1.628 0.170 3.084 1.3 0.2 -2.2
H 0.035 0.604 2.126 -2.4 -0.4 0.0
H -2.137 2.256 2.087 0.4 -1.5 -1.7
H -3.466 -0.011 0.283 -0.2 2.4 0.4
H -4.149 1.530 1.407 1.2 -1.8 -1.6
H -2.667 2.335 -2.661 -0.7 -0.2 -0.2
H -2.286 0.784 -1.453 0.5 -0.2 0.4
H -0.834 2.138 -2.038 0.0 0.0 0.2
H -2.028 3.648 -1.361 -0.3 0.1 0.6
C -6.082 -3.252 -0.601 -1.1 -0.5 0.2
C -5.342 -1.970 -0.425 0.2 0.7 0.7
O -4.026 -2.293 -0.815 -0.5 -0.6 -0.8
C -4.163 -3.292 -1.732 2.5 -0.9 -2.0
O -3.280 -3.646 -2.494 -2.2 0.7 1.9
O -5.414 -3.843 -1.697 0.8 0.3 -0.2
F -5.322 -1.598 0.874 -0.1 0.1 0.2
H -6.002 -3.910 0.271 0.1 0.3 0.0
H -7.140 -3.093 -0.825 0.2 -0.1 -0.1
H -5.717 -1.147 -1.043 0.1 0.1 0.2
```
Forces are in eV/Å.

Atomic partial charges in e from the natural (NBO) method, atoms 1 to 8: number 1, C, carries -0.281; number 2, O, carries -0.575; number 3, C, carries -0.081; number 4, C, carries -0.442; number 5, C, carries -0.420; number 6, C, carries -0.425; number 7, C, carries -0.416; number 8, C, carries -0.403

The following is a quantum chemistry calculation of C3H6CdO3 as an isolated structure at a distorted geometry, from OMol25.

Computed properties:
Molar mass: 202.49 g mol⁻¹
LUMO: -12.987 eV
Max |F|: 5.5 eV/Å
Frontier orbital gap: 6.79 eV
Charge: +2
HOMO energy: -19.8 eV
E: -13891.601 eV

The geometry in XYZ format:
```
13
Properties=species:S:1:pos:R:3:forces:R:3
H 0.957 1.140 0.155 -0.3 -2.2 1.0
O 1.919 -1.598 -0.006 0.5 -0.4 2.2
C 1.610 -0.520 0.443 -2.8 -0.8 -4.7
O 2.198 0.553 -0.023 1.0 3.2 1.2
Cd 3.924 -0.083 -0.783 1.3 -0.8 -0.6
O 0.351 0.030 0.643 1.4 1.8 1.2
C -0.826 -0.457 -0.096 -1.1 -1.0 -0.5
C -1.922 0.554 0.091 0.0 0.2 0.1
H -1.052 -1.437 0.335 0.0 0.2 0.0
H -0.523 -0.562 -1.143 0.0 -0.1 0.2
H -2.021 0.842 1.144 -0.1 -0.1 -0.2
H -2.862 0.090 -0.235 0.2 0.1 0.1
H -1.753 1.448 -0.524 -0.1 -0.2 0.2
```
Forces are in eV/Å.

Atomic partial charges in e from the natural (NBO) method, atoms 1 to 8: number 1, H, carries 0.630; number 2, O, carries -0.534; number 3, C, carries 0.991; number 4, O, carries -0.914; number 5, Cd, carries 1.826; number 6, O, carries -0.501; number 7, C, carries -0.065; number 8, C, carries -0.658

The following is a quantum chemistry calculation of C18H21F2NO3 as an isolated structure at a distorted geometry, from OMol25.

Computed properties:
Molar mass: 337.37 g mol⁻¹
LUMO: -0.392 eV
Max |F|: 13.4 eV/Å
Frontier orbital gap: 8.27 eV
Charge: 0
HOMO energy: -8.7 eV
E: -32060.911 eV

The geometry in XYZ format:
```
45
Properties=species:S:1:pos:R:3:forces:R:3
C 1.731 2.846 5.054 -3.3 2.8 2.3
C 0.775 1.614 5.187 4.8 -0.6 3.6
C -0.651 1.881 4.870 2.3 2.6 5.8
C -1.060 2.377 3.593 10.4 4.2 -1.2
C -0.880 1.431 2.593 6.5 -5.4 -2.8
H -1.175 0.386 2.937 -0.7 1.3 -1.0
H 0.424 1.078 2.757 -3.3 1.2 -1.3
C -1.162 1.888 1.121 7.5 -5.3 3.2
N -0.768 0.923 0.130 -0.5 -4.4 -3.5
C -1.743 -0.107 -0.242 3.0 1.7 -0.6
C -1.282 -1.040 -1.238 -9.6 2.0 7.5
C -0.084 -1.095 -1.818 -1.3 -2.3 -0.3
O -0.058 -2.041 -2.527 3.3 -3.5 -4.3
C 0.896 -0.275 -1.359 -4.2 3.8 2.6
C 2.046 -0.197 -1.886 12.5 -3.2 -3.8
C 3.141 0.535 -1.335 -0.8 0.0 -2.0
C 2.647 1.499 -0.410 11.0 1.7 -3.0
C 1.516 1.612 0.124 -5.6 -2.8 -2.0
C 0.512 0.742 -0.522 -1.0 3.4 6.4
H 1.432 2.362 0.795 -1.1 2.1 2.1
F 3.678 2.550 -0.128 -2.3 -2.4 0.0
F 4.510 0.480 -1.889 -4.3 0.3 1.8
H 2.436 -1.108 -2.612 -1.4 2.5 1.5
C -2.491 -2.040 -1.369 -2.1 2.6 -5.3
O -3.635 -1.700 -1.038 2.1 -1.1 1.7
O -2.455 -2.791 -2.561 0.5 -0.1 3.0
C -3.624 -3.663 -2.729 3.7 2.1 -6.9
C -3.321 -4.905 -2.134 -5.5 -2.8 6.9
H -3.543 -4.712 -0.827 0.9 -0.7 -3.4
H -4.185 -5.697 -2.297 1.9 1.4 -0.1
H -2.373 -5.334 -2.183 1.5 -0.3 -0.6
H -4.498 -3.031 -2.727 -0.5 -0.8 0.6
H -3.287 -3.908 -3.930 -1.8 0.8 2.6
H -2.768 0.016 0.283 1.9 -0.7 -1.3
H -0.751 2.770 0.987 1.7 4.4 -0.9
H -2.071 1.831 1.039 -10.0 0.7 -0.9
H -0.561 3.440 3.279 -1.4 -2.3 1.0
H -1.940 2.393 3.698 -12.7 2.0 1.2
H -1.133 1.040 5.266 -1.6 -1.3 0.0
H -0.780 2.734 5.765 -0.5 -1.9 -2.4
H 0.950 1.205 6.386 -1.1 1.4 -3.0
H 1.430 0.798 4.793 -1.3 0.2 -0.8
H 1.754 3.267 4.100 0.5 0.0 -2.0
H 2.670 2.749 5.480 2.0 -0.8 0.3
H 1.413 3.907 5.623 0.0 -2.8 -0.9
```
Forces are in eV/Å.

Atomic partial charges in e from the natural (NBO) method, atoms 1 to 8: number 1, C, carries -0.607; number 2, C, carries -0.409; number 3, C, carries -0.397; number 4, C, carries -0.420; number 5, C, carries -0.354; number 6, H, carries 0.230; number 7, H, carries 0.160; number 8, C, carries -0.185